# 1
Density functional theory data (ωB97M-V with the def2-TZVPD basis set) for a cluster of 2 separate species, C46H37N4 in total in a non-equilibrium geometry.

Each line ends with the Mulliken charge.
CARTESIAN COORDINATES (ANGSTROEM)
N  -4.52  -2.62  -0.77  0.893
N  0.19  -8.74  3.56  0.236
N  5.14  -1.25  1.54  0.856
N  0.98  -7.07  2.31  -0.266
C  6.34  -1.02  5.06  -0.723
C  -6.02  -2.38  1.15  0.041
C  7.42  0.70  -1.44  -0.404
C  -6.66  -0.16  1.90  -0.443
C  -3.24  -3.04  -0.46  1.363
C  0.87  -8.39  2.41  -0.336
C  -0.15  -10.05  3.96  1.653
C  5.64  0.10  5.51  -0.409
C  5.89  -0.58  0.53  0.040
C  -6.72  -1.55  2.03  -0.713
C  1.86  -2.37  0.25  -0.642
C  -0.12  -7.55  4.22  -0.297
C  -4.68  -2.08  -3.15  0.142
C  -6.03  -3.87  -2.21  0.047
C  7.08  -1.17  0.07  -0.194
C  0.60  -4.48  0.63  -0.600
C  -5.07  -2.87  -2.06  -0.761
C  -6.29  -3.24  -4.53  -0.391
C  -0.82  -12.62  4.79  -0.494
C  -2.69  -4.16  -1.12  -0.541
C  3.00  -1.60  0.42  -0.607
C  5.28  -0.82  2.89  0.054
C  -1.19  -2.75  0.79  -1.013
C  4.76  0.76  4.65  -0.764
C  -5.32  -0.41  -0.11  0.131
C  4.05  -2.08  1.21  0.529
C  -0.81  -10.23  5.18  -0.539
C  -1.47  -4.67  -0.70  -0.968
C  -0.67  -3.97  0.24  0.487
C  -5.28  -1.79  0.11  -0.719
C  3.98  -3.38  1.74  -0.373
C  0.20  -11.14  3.15  -0.626
C  6.26  1.31  -0.94  -0.849
C  4.56  0.29  3.35  -0.061
C  6.16  -1.49  3.75  -0.122
C  5.50  0.68  0.06  0.081
C  -0.12  -12.43  3.59  -0.670
C  0.37  -6.54  3.43  -0.756
C  1.77  -3.69  0.78  0.554
C  -5.98  0.41  0.81  -0.691
C  2.90  -4.20  1.48  -1.044
C  7.84  -0.53  -0.91  -0.719
C  -2.49  -2.36  0.52  -0.550
C  -1.17  -11.52  5.57  -0.644
C  -6.62  -4.07  -3.45  -0.728
C  -5.33  -2.24  -4.37  -0.830
H  5.94  2.28  -1.32  0.363
H  -6.04  -3.46  1.24  0.402
H  4.21  1.64  4.99  0.363
H  -3.24  -4.63  -1.93  0.446
H  0.71  -10.98  2.20  0.205
H  -3.89  -1.34  -3.01  0.437
H  0.71  -5.55  0.81  0.723
H  -4.81  -0.01  -0.99  0.343
H  2.86  -5.23  1.85  0.510
H  7.99  1.18  -2.24  0.379
H  -2.94  -1.50  1.02  0.447
H  -1.08  -13.63  5.11  0.372
H  8.77  -0.99  -1.26  0.365
H  0.33  -5.47  3.61  0.415
H  7.39  -2.12  0.50  0.370
H  -5.97  1.49  0.66  0.383
H  -6.28  -4.49  -1.34  0.358
H  -0.57  -2.15  1.45  0.570
H  -0.66  -7.50  5.15  0.340
H  1.01  -1.96  -0.29  0.581
H  6.69  -2.36  3.38  0.330
H  7.03  -1.55  5.73  0.368
H  -1.07  -5.59  -1.13  0.460
H  -6.78  -3.39  -5.50  0.387
H  1.25  -9.14  1.73  0.343
H  3.85  0.77  2.66  0.311
H  -7.14  0.48  2.63  0.392
H  -7.31  -2.00  2.83  0.375
H  3.06  -0.59  0.00  0.325
H  -1.02  -9.37  5.81  0.244
H  -7.34  -4.89  -3.57  0.393
H  4.82  -3.73  2.36  0.372
H  -5.06  -1.59  -5.21  0.383
H  5.78  0.47  6.53  0.376
H  0.19  -13.28  2.99  0.374
H  4.62  1.15  0.48  0.205
H  -1.73  -11.65  6.50  0.371

* frontier orbital gap: 5.964 eV
* total charge: +1
* LUMO energy: -0.160 Eh

***

# 2
Density functional theory data (ωB97M-V with the def2-TZVPD basis set) for a structure of composition C46H38I2MoN5O6P2.

Each line ends with the Mulliken spin population.
CARTESIAN COORDINATES (ANGSTROEM)
I  -5.45  0.20  1.54  0.002
I  -5.45  -5.56  -0.08  0.000
Mo  -0.28  -0.49  1.64  1.768
P  1.34  0.69  -1.81  0.007
P  0.69  1.79  0.93  0.095
O  -1.61  0.59  5.31  0.021
O  -2.28  -0.46  1.55  0.034
O  3.16  -2.72  1.56  0.021
O  -0.86  0.68  3.19  0.024
O  1.80  -3.20  6.71  0.008
O  1.56  -1.20  1.11  -0.051
N  -0.18  -2.38  -1.83  0.008
N  -1.33  -2.59  -2.52  0.000
N  0.56  -1.29  3.37  -0.092
N  -0.95  -2.60  1.08  0.025
N  1.73  1.69  -0.39  -0.010
C  -4.37  -3.87  0.49  0.013
C  -0.86  1.95  -3.11  -0.001
C  2.14  -3.15  -1.96  -0.003
C  -5.05  -2.71  0.78  -0.008
C  -4.38  -1.53  1.15  0.009
C  1.43  -2.58  5.58  0.026
C  1.65  2.60  2.22  0.004
C  0.38  -1.66  5.68  -0.018
C  2.33  1.05  -4.33  0.000
C  -2.95  -3.90  0.57  -0.013
C  -2.57  4.87  0.01  -0.001
C  -1.41  4.85  -0.76  0.000
C  -3.15  1.60  -2.46  -0.001
C  2.70  2.63  4.39  0.004
C  3.11  3.69  -4.03  0.000
C  -2.76  3.94  1.02  0.003
C  -3.01  -1.52  1.24  0.001
C  2.14  1.69  -3.11  0.002
C  1.61  -2.10  3.26  0.060
C  -0.21  -3.64  0.73  0.035
C  2.82  4.57  2.97  0.000
C  -2.73  0.74  -1.46  -0.005
C  3.15  1.38  -0.06  0.000
C  0.16  -3.76  -3.57  0.000
C  -1.38  0.47  -1.31  0.049
C  3.12  3.93  4.17  0.000
C  -2.29  -3.75  -4.50  0.000
C  2.89  1.73  -5.40  0.000
C  -2.21  2.19  -3.30  0.001
C  2.08  -2.78  4.36  -0.014
C  -0.02  -1.02  4.54  0.049
C  -1.16  -3.40  -3.58  0.000
C  -2.12  -4.99  0.26  0.009
C  -0.42  1.09  -2.10  -0.012
C  3.27  3.05  -5.26  0.000
C  1.97  1.97  3.42  0.043
C  2.54  3.01  -2.97  0.001
C  -0.44  3.89  -0.51  -0.008
C  -1.79  2.99  1.28  0.008
C  -2.30  -2.72  0.97  0.026
C  -0.62  2.96  0.51  -0.058
C  2.08  3.91  2.00  -0.005
C  2.20  -2.05  1.87  -0.015
C  -0.76  -4.86  0.33  -0.002
C  -0.96  0.17  4.40  0.007
C  0.73  -3.10  -2.46  0.005
H  -3.33  5.62  -0.19  0.000
H  -0.08  -1.43  6.64  0.001
H  0.46  3.86  -1.11  0.000
H  3.03  1.22  -6.35  0.000
H  -0.10  -5.67  0.06  0.000
H  1.84  4.41  1.07  0.000
H  2.42  3.52  -2.01  0.001
H  -2.98  -4.45  -4.02  0.000
H  2.94  2.14  5.32  0.000
H  3.72  3.58  -6.09  0.000
H  -1.90  -4.23  -5.40  0.000
H  3.15  5.59  2.79  0.000
H  -2.57  -5.93  -0.05  0.000
H  -3.45  0.29  -0.79  -0.001
H  -6.13  -2.69  0.72  0.000
H  2.95  -3.42  4.26  0.000
H  -0.14  2.44  -3.75  0.000
H  2.44  -2.16  -1.61  0.001
H  3.75  1.54  -0.95  0.000
H  2.04  0.00  -4.44  0.000
H  3.69  4.45  4.93  0.000
H  -1.27  5.57  -1.55  0.000
H  -1.10  -0.27  -0.56  -0.023
H  -2.85  -2.87  -4.80  0.000
H  -4.21  1.81  -2.59  0.000
H  2.82  -3.48  -2.73  0.000
H  -2.53  2.86  -4.08  0.000
H  1.65  0.95  3.59  -0.016
H  2.55  -3.79  6.56  0.000
H  -3.66  3.96  1.62  0.000
H  0.86  -3.51  0.73  -0.006
H  -2.15  -2.06  -2.28  0.000
H  3.42  4.72  -3.91  0.000
H  2.24  -3.84  -1.12  0.000
H  0.66  -4.41  -4.28  0.000
H  3.52  2.05  0.71  0.000
H  3.27  0.34  0.26  0.000
H  -1.94  2.27  2.07  -0.010

* frontier orbital gap (spin up / spin down): 6.736 / 6.453 eV
* 2S+1: 3
* expectation value of S²: 2.017
* total charge: +1
* LUMO energy (spin up / spin down): -0.134 / -0.146 Eh

***

# 3
Density functional theory data (ωB97M-V with the def2-TZVPD basis set) for a structure of composition C46H39BrN5O3S2W in a non-equilibrium geometry.

Each line ends with the Mulliken charge.
CARTESIAN COORDINATES (ANGSTROEM)
W  -0.01  -0.24  0.28  1.293
Br  2.78  -0.89  -1.89  -0.004
S  1.88  -4.21  2.99  -0.090
S  0.57  -1.46  2.66  -0.375
O  -1.74  -0.84  0.07  -0.051
O  7.11  0.28  0.78  -0.553
O  0.54  1.28  -0.80  -0.747
N  3.12  -0.83  0.80  0.404
N  -0.48  -0.68  -1.94  0.981
N  0.55  -2.30  -0.08  1.722
N  1.08  -3.23  0.75  -2.172
N  1.32  0.86  1.31  1.000
C  -1.10  0.13  -2.81  -0.395
C  -5.62  -1.28  -1.44  -1.006
C  3.81  -0.63  -0.31  0.025
C  4.42  2.09  -3.02  -0.687
C  2.31  -3.32  4.52  -0.760
C  5.83  -0.10  0.82  0.925
C  -1.73  5.39  -2.28  -0.623
C  -4.36  -1.08  -0.92  -0.011
C  -2.40  -2.24  1.83  -0.161
C  1.19  2.52  -0.95  2.547
C  -1.54  -0.27  -4.05  -1.115
C  -2.33  -2.32  3.21  0.385
C  1.19  -2.96  2.00  0.764
C  0.22  -2.82  -1.29  -1.295
C  0.16  3.56  -1.37  -0.627
C  -1.27  0.82  1.94  0.197
C  -6.67  -1.61  -0.60  -0.548
C  -1.04  1.52  3.08  0.103
C  -1.98  -3.52  3.82  -0.866
C  2.51  1.86  -4.44  -0.979
C  -2.75  -0.98  1.03  1.378
C  0.55  4.66  -2.13  -0.130
C  -5.19  -1.52  1.28  -0.333
C  -0.39  5.56  -2.58  -0.910
C  3.79  -0.69  1.94  -0.622
C  -1.38  -1.62  -4.41  -0.821
C  3.59  2.32  -1.94  -0.382
C  -1.18  3.40  -1.04  -0.109
C  -2.12  4.31  -1.50  -1.142
C  5.12  -0.33  2.01  -1.094
C  1.84  3.02  0.40  -1.386
C  1.49  2.09  1.53  0.179
C  -1.79  -4.57  1.67  -0.860
C  -2.72  0.37  1.79  -1.663
C  -4.13  -1.20  0.44  -0.443
C  2.21  2.34  -2.09  -0.205
C  -6.46  -1.72  0.76  -1.015
C  5.14  -0.28  -0.38  -0.670
C  -0.35  -2.01  -2.27  1.268
C  -2.15  -3.38  1.07  -0.556
C  -1.70  -4.64  3.05  -0.748
C  1.22  2.61  2.86  -1.563
C  1.69  2.10  -3.36  0.163
C  0.12  2.24  3.55  -0.867
C  3.88  1.86  -4.28  -0.824
C  -0.80  -2.49  -3.53  -1.185
H  0.03  2.62  4.56  0.454
H  -3.27  0.33  2.73  0.743
H  -1.92  -3.58  4.89  0.486
H  -7.66  -1.77  -1.00  0.401
H  2.93  3.07  0.30  0.646
H  -7.27  -1.98  1.43  0.426
H  0.62  2.10  -3.50  0.458
H  -2.53  -1.46  3.83  0.392
H  1.59  4.79  -2.38  0.529
H  1.49  4.03  0.64  0.556
H  -0.07  6.39  -3.19  0.452
H  2.28  -4.03  5.33  0.440
H  -5.79  -1.19  -2.51  0.458
H  2.08  1.66  -5.41  0.449
H  4.53  1.67  -5.12  0.419
H  1.95  3.28  3.29  0.507
H  5.49  2.08  -2.87  0.542
H  3.22  -0.87  2.84  0.625
H  -1.48  2.55  -0.43  0.306
H  7.51  0.34  1.66  0.317
H  5.65  -0.14  -1.32  0.594
H  0.39  -3.88  -1.44  0.532
H  -3.16  4.17  -1.25  0.484
H  -1.86  1.62  3.79  0.410
H  -1.23  1.15  -2.47  0.545
H  1.58  -2.52  4.67  0.295
H  -1.71  -1.96  -5.38  0.481
H  3.31  -2.92  4.42  0.247
H  -2.47  6.08  -2.65  0.414
H  5.61  -0.23  2.97  0.372
H  -2.01  0.43  -4.72  0.613
H  -0.69  -3.53  -3.75  0.607
H  -5.02  -1.62  2.34  0.447
H  -3.24  1.09  1.14  0.488
H  -2.25  -3.32  -0.01  0.622
H  4.06  2.47  -0.98  0.213
H  -3.53  -0.82  -1.57  0.392
H  -1.41  -5.57  3.52  0.432
H  -1.58  -5.44  1.06  0.466

* frontier orbital gap (spin up / spin down): 5.139 / 5.386 eV
* ΔE to the lowest compared entry with this formula, charge and spin: 150.2 kcal per mole
* total charge: +1
* LUMO energy (spin up / spin down): -0.168 / -0.166 Eh

***

# 4
Density functional theory data (ωB97M-V with the def2-TZVPD basis set) for a structure of composition C46H40AsNOP2S3W in a non-equilibrium geometry.

Each line ends with the Mulliken spin population.
CARTESIAN COORDINATES (ANGSTROEM)
W  0.35  0.27  -0.13  1.803
As  1.86  -2.06  -0.24  0.013
S  4.03  0.17  0.76  0.048
S  -0.95  -1.05  -1.51  -0.039
S  0.91  0.44  2.13  -0.007
P  -0.76  1.59  1.98  0.023
P  -2.26  0.67  -0.92  0.117
O  1.03  4.36  -3.10  0.000
N  2.76  3.45  -4.16  0.000
C  -3.69  1.22  5.57  -0.001
C  0.52  5.55  1.50  0.001
C  -2.88  2.94  -4.76  0.005
C  1.16  -3.49  -2.65  0.008
C  -3.06  0.07  5.07  0.003
C  -3.03  1.54  -4.73  -0.001
C  2.65  -3.92  -4.57  0.000
C  -4.98  -1.27  1.41  0.008
C  2.18  -2.75  -2.03  -0.005
C  4.42  -3.73  0.14  -0.004
C  1.37  4.67  3.53  -0.001
C  4.60  -1.42  0.93  -0.022
C  -1.90  1.40  3.39  0.012
C  -3.78  0.20  -0.10  0.013
C  1.56  1.94  -2.79  0.008
C  -1.22  1.38  0.30  0.021
C  -0.31  -5.48  2.13  -0.001
C  -6.15  0.56  0.38  0.006
C  3.79  -2.49  0.43  0.029
C  -2.74  0.90  -3.52  0.008
C  1.38  -4.07  -3.94  0.000
C  0.12  -3.21  1.79  -0.001
C  -6.22  -0.64  1.13  -0.004
C  -2.21  1.60  -2.46  -0.007
C  -2.24  0.17  3.97  0.007
C  0.95  -3.48  0.67  -0.004
C  5.93  -1.79  1.39  0.004
C  5.77  -3.88  0.28  0.002
C  1.78  1.32  -1.34  -0.052
C  -3.76  -0.84  0.86  0.019
C  6.50  -3.01  1.05  0.000
C  -1.76  2.97  -2.61  0.006
C  3.37  -2.54  -2.73  -0.002
C  -0.40  -4.19  2.57  0.003
C  0.47  -5.76  1.00  0.001
C  -2.20  3.65  -3.75  0.001
C  0.60  3.50  3.43  -0.003
C  -4.98  0.89  -0.33  -0.012
C  1.81  3.42  -3.20  -0.002
C  1.34  5.71  2.61  0.001
C  1.13  -4.82  0.24  -0.009
C  -3.43  2.41  4.96  0.002
C  -0.09  3.30  2.24  0.017
C  -0.18  4.31  1.30  -0.009
C  -2.45  2.57  3.94  0.000
C  3.61  -3.12  -3.96  -0.001
H  -4.94  -2.24  1.99  0.000
H  3.80  -4.52  -0.31  -0.001
H  3.48  2.75  -4.13  0.000
H  -3.31  3.55  -5.54  0.000
H  0.42  6.28  0.70  0.000
H  -1.69  -0.73  3.69  -0.002
H  0.66  -4.74  -4.36  0.000
H  0.52  1.81  -3.04  0.002
H  -5.01  1.59  -1.20  -0.001
H  -6.98  1.27  0.44  0.000
H  4.47  -2.67  -4.43  0.000
H  1.85  4.81  4.46  0.000
H  -2.85  -1.38  1.10  -0.013
H  1.93  2.09  -0.58  0.008
H  2.98  4.40  -4.53  0.000
H  7.53  -3.20  1.31  0.000
H  -0.90  -3.95  3.50  0.000
H  -0.12  -2.16  1.94  -0.018
H  1.96  6.54  2.83  0.000
H  4.13  -1.89  -2.26  0.000
H  -3.99  3.30  5.34  0.000
H  -4.36  1.12  6.39  0.000
H  2.08  1.29  -3.54  -0.001
H  -2.27  3.61  3.60  0.001
H  2.88  -4.38  -5.53  0.000
H  2.71  0.76  -1.29  0.039
H  -2.08  4.70  -3.87  0.000
H  6.30  -4.77  -0.12  0.000
H  6.56  -1.04  1.92  0.000
H  0.28  -3.67  -2.04  -0.002
H  -2.94  -0.16  -3.34  -0.001
H  0.57  2.79  4.31  -0.001
H  -3.18  -0.87  5.62  0.000
H  -1.09  3.46  -1.89  -0.015
H  -3.46  1.01  -5.62  0.000
H  -7.10  -0.91  1.68  0.000
H  -0.72  4.24  0.40  0.002
H  1.67  -5.13  -0.65  0.000
H  0.59  -6.78  0.75  0.000
H  -0.69  -6.35  2.71  0.000

* frontier orbital gap (spin up / spin down): 5.233 / 5.248 eV
* ΔE to the lowest compared entry with this formula, charge and spin: 0.0 kcal per mole
* 2S+1: 3
* expectation value of S²: 2.014
* total charge: 0
* LUMO energy (spin up / spin down): -0.016 / -0.015 Eh